[1]
Entry from the Open Molecules 2025 dataset: a molecular structure, C22H20I2N2O3Tl (ωB97M-V/def2-TZVPD).

Values from the calculation:
**Total charge**: -1
**Frontier orbital gap**: 5.81 eV
**Lowest unoccupied orbital energy**: 2.12 eV
**HOMO level**: -3.686 eV

Positions of all 50 atoms, in Å:
Tl1 0.19 1.66 0.24
C1 -3.08 1.47 -1.04
C2 -2.81 0.25 -0.44
C3 -2.74 0.15 0.94
C4 -2.95 1.27 1.72
C5 -3.23 2.49 1.13
C6 -3.29 2.59 -0.25
H1 -3.11 1.55 -2.11
H2 -2.65 -0.63 -1.06
H3 -2.53 -0.81 1.40
H4 -2.90 1.20 2.80
H5 -3.40 3.37 1.74
H6 -3.51 3.54 -0.71
C7 -0.60 3.21 -3.73
O1 -0.95 2.15 -4.58
C8 -0.81 0.84 -4.16
C9 -1.30 -0.09 -5.05
C10 -1.29 -1.45 -4.75
C11 -0.83 -1.86 -3.52
C12 -0.33 -0.95 -2.59
C13 0.12 -1.48 -1.33
N1 0.38 -0.82 -0.25
N2 0.82 -1.61 0.78
C14 1.40 -1.00 1.79
O2 1.60 0.25 1.92
C15 1.87 -1.94 2.84
C16 1.63 -3.31 2.70
C17 2.06 -4.19 3.67
C18 2.75 -3.73 4.78
C19 2.99 -2.37 4.92
C20 2.55 -1.48 3.96
C21 -0.22 0.44 -2.91
O3 0.38 1.28 -2.16
H7 -0.91 4.12 -4.26
H8 0.48 3.25 -3.53
H9 -1.12 3.17 -2.77
H10 -1.69 0.27 -5.99
H11 -1.65 -2.17 -5.47
H12 -0.87 -2.91 -3.25
H13 0.27 -2.57 -1.29
H14 1.10 -3.64 1.83
H15 1.87 -5.26 3.57
H16 3.09 -4.42 5.54
H17 3.52 -2.01 5.80
H18 2.72 -0.42 4.06
I1 3.32 1.96 -0.18
C22 3.57 2.52 1.90
I2 1.85 3.09 3.03
H19 4.25 3.37 1.92
H20 3.99 1.66 2.40

---

[2]
Entry from the Open Molecules 2025 dataset: 2 unconnected molecules or ions with the total composition C6H4BrF2I (ωB97M-V/def2-TZVPD).

Values from the calculation:
**Total charge**: 0
**Frontier orbital gap (alpha / beta)**: 8.55 / 4.65 eV
**Lowest unoccupied orbital energy (alpha / beta)**: -1.26 / -3.11 eV
**HOMO level (alpha / beta)**: -9.811 / -7.769 eV

Positions of all 14 atoms, in Å:
C1 0.82 0.74 -0.97
C2 0.36 1.47 0.07
C3 -0.40 -0.57 1.22
C4 0.03 -1.33 0.18
C5 0.83 -0.75 -0.95
C6 -0.21 0.82 1.19
F1 0.42 -1.25 -2.17
F2 -0.59 1.54 2.23
Br1 -0.31 -3.17 0.12
I1 -3.47 0.86 -0.29
H1 1.20 1.20 -1.87
H2 0.38 2.55 0.06
H3 -0.95 -1.00 2.04
H4 1.88 -1.11 -0.85

---

[3]
Entry from the Open Molecules 2025 dataset: 2 unconnected molecules or ions with the total composition C3H11N3O2 (ωB97M-V/def2-TZVPD).

Values from the calculation:
**Structure (SMILES)**: NCNCC(N)=O.O
**Total charge**: 0
**Frontier orbital gap**: 9.88 eV
**Lowest unoccupied orbital energy**: 0.61 eV
**HOMO level**: -9.270 eV

Positions of all 19 atoms, in Å:
O1 -0.41 0.89 0.95
C1 -0.43 1.42 -0.16
N1 -0.18 2.73 -0.32
C2 -0.62 0.60 -1.44
N2 -0.71 -0.83 -1.22
C3 0.56 -1.46 -0.86
N3 0.41 -2.83 -0.43
H1 0.17 3.27 0.45
H2 -0.19 3.15 -1.24
H3 -1.53 0.93 -1.93
H4 0.28 0.76 -2.03
H5 -1.35 -1.02 -0.46
H6 1.19 -1.42 -1.76
H7 1.10 -0.92 -0.09
H8 -0.30 -3.29 -1.00
H9 0.05 -2.87 0.52
H10 0.59 -0.54 2.26
H11 0.89 0.49 3.30
O2 1.11 -0.41 3.06

---

[4]
Entry from the Open Molecules 2025 dataset: a molecular structure, C19H17MoN5S3 (ωB97M-V/def2-TZVPD).

Values from the calculation:
**Total charge**: +2
**Frontier orbital gap (alpha / beta)**: 4.42 / 4.47 eV
**Lowest unoccupied orbital energy (alpha / beta)**: -9.89 / -9.88 eV
**HOMO level (alpha / beta)**: -14.311 / -14.344 eV

Positions of all 45 atoms, in Å:
Mo1 -0.42 -1.16 1.03
C1 2.52 -2.77 2.53
C2 1.61 -1.60 2.34
C3 0.42 -1.45 3.11
C4 -0.30 -0.22 3.12
C5 -1.44 -0.03 4.07
C6 0.10 0.81 2.25
C7 1.07 0.57 1.26
C8 1.46 1.63 0.27
C9 1.81 -0.67 1.32
H1 1.99 -3.64 2.91
H2 3.27 -2.49 3.27
H3 3.04 -3.03 1.61
H4 0.15 -2.23 3.82
H5 -2.01 -0.96 4.21
H6 -2.12 0.75 3.73
H7 -1.05 0.26 5.05
H8 -0.45 1.74 2.24
H9 1.44 1.26 -0.75
H10 2.48 1.96 0.49
H11 0.80 2.49 0.34
H12 2.60 -0.82 0.59
S1 0.71 -1.57 -4.79
C10 0.48 -1.90 -3.18
S2 0.41 -3.50 -2.51
C11 0.08 -2.82 -0.98
N1 0.05 -1.50 -0.96
N2 0.27 -0.97 -2.21
C12 0.15 0.43 -2.52
C13 1.23 1.04 -3.16
C14 1.10 2.38 -3.53
C15 -0.08 3.06 -3.26
C16 -1.15 2.42 -2.63
C17 -1.03 1.09 -2.27
S3 -0.17 -3.48 0.57
H13 2.15 0.51 -3.33
H14 1.92 2.87 -4.03
H15 -0.18 4.10 -3.56
H16 -2.09 2.94 -2.48
H17 -1.88 0.56 -1.85
N3 -4.83 2.09 -1.89
C18 -4.56 1.44 -0.98
N4 -4.26 0.69 0.09
C19 -3.18 0.13 0.26
N5 -2.13 -0.42 0.44

---

What are the electronic energy values for these records? In order: -53157.127; -89862.612; -11855.128; -61772.706 eV.